# 1
{"formula": "C16H19F2NO2S", "method": "the ωB97M-V functional and the def2-TZVPD basis", "orbital_gap_ha": 0.3101, "smiles": "C[C@@H]1CN(C(=O)/C=C/c2ccc(SC(F)F)cc2)C[C@@H](C)O1", "de_lowest_kj_mol": 18.8, "total_charge": 0, "e_tot_ev": -38755.445, "symbols": ["S", "F", "F", "O", "O", "N", "C", "C", "C", "C", "C", "C", "C", "C", "C", "C", "C", "C", "C", "C", "C", "C", "H", "H", "H", "H", "H", "H", "H", "H", "H", "H", "H", "H", "H", "H", "H", "H", "H", "H", "H"], "xyz": [[-1.1195, -6.5376, 2.3098], [-3.1717, -6.8547, 3.8833], [-1.7658, -5.3900, 4.6095], [0.0466, 0.4167, -2.9275], [-0.1630, 3.8757, -0.4600], [1.0070, 1.7583, -1.4049], [1.4864, 2.1288, -0.0986], [0.6454, 4.1724, -1.5835], [-0.7227, -3.8186, 1.9357], [1.1712, 4.0028, 1.5837], [-0.0321, -1.6964, -1.0962], [0.4866, 3.1150, 0.5428], [-0.4747, -2.7119, 1.1493], [-0.2988, -2.8297, -0.2318], [1.0068, 2.8710, -2.3341], [-0.3815, -4.1059, -0.7985], [0.1870, -0.4291, -0.7294], [-0.1396, 5.1227, -2.4760], [-2.3477, -5.8743, 3.4940], [-0.6387, -5.2163, -0.0230], [0.3972, 0.5998, -1.7722], [-0.8191, -5.0728, 1.3469], [0.4426, 4.6764, 2.0259], [-0.3473, 6.0457, -1.9420], [-0.2462, -4.2200, -1.8637], [-0.4141, -1.7441, 1.6220], [1.5695, 4.6723, -1.2495], [-0.3260, 2.5566, 1.0247], [0.0025, -1.9102, -2.1577], [1.6397, 1.2584, 0.5353], [0.4305, 5.3457, -3.3734], [-0.7050, -6.1975, -0.4665], [-0.8278, -3.7019, 3.0037], [0.2662, 2.6455, -3.1046], [2.4587, 2.6207, -0.2273], [-1.0839, 4.6628, -2.7528], [-2.9328, -5.0689, 3.0261], [1.6093, 3.3882, 2.3655], [1.9569, 4.5977, 1.1235], [0.1579, -0.1208, 0.3028], [1.9899, 2.9677, -2.8113]], "forces_ev_per_a": [[-0.26, 0.11, 0.21], [-0.21, -0.50, 0.08], [0.26, 0.18, 0.34], [-0.08, -0.13, -0.16], [-0.17, 0.11, -0.09], [0.06, 0.11, -0.05], [-0.27, 0.14, 0.18], [0.14, 0.10, -0.23], [0.03, 0.10, -0.05], [-0.33, -0.17, -0.37], [0.20, 0.70, -0.16], [0.29, -0.08, 0.36], [-0.02, 0.00, -0.18], [-0.11, -0.49, 0.37], [-0.17, 0.08, -0.11], [0.08, 0.29, 0.06], [-0.18, -0.47, 0.00], [0.23, -0.20, 0.39], [0.06, 0.44, -0.85], [-0.04, -0.08, 0.21], [0.12, 0.04, -0.21], [-0.07, -0.30, 0.23], [-0.04, 0.05, 0.09], [0.00, 0.12, 0.00], [0.01, 0.01, -0.12], [0.01, 0.12, 0.04], [-0.10, -0.05, -0.02], [0.15, -0.02, -0.06], [-0.01, 0.06, -0.10], [0.05, 0.07, -0.01], [0.04, 0.05, -0.14], [-0.05, -0.09, -0.10], [0.01, -0.01, 0.08], [0.13, 0.08, 0.07], [-0.02, -0.07, 0.07], [-0.09, -0.07, -0.07], [0.18, -0.19, 0.08], [0.09, -0.05, 0.14], [0.12, 0.06, -0.03], [0.03, -0.06, 0.17], [-0.07, 0.04, -0.05]]}


# 2
{"formula": "C20H53N8NaO11Pb", "method": "the ωB97M-V functional and the def2-TZVPD basis", "orbital_gap_ha": [0.1647, 0.0985], "spin_multiplicity": 2, "total_charge": 3, "e_tot_ev": -65673.899, "symbols": ["Pb", "Na", "O", "O", "O", "O", "O", "O", "O", "O", "O", "O", "O", "N", "N", "N", "N", "N", "N", "N", "N", "C", "C", "C", "C", "C", "C", "C", "C", "C", "C", "C", "C", "C", "C", "C", "C", "C", "C", "C", "C", "H", "H", "H", "H", "H", "H", "H", "H", "H", "H", "H", "H", "H", "H", "H", "H", "H", "H", "H", "H", "H", "H", "H", "H", "H", "H", "H", "H", "H", "H", "H", "H", "H", "H", "H", "H", "H", "H", "H", "H", "H", "H", "H", "H", "H", "H", "H", "H", "H", "H", "H", "H", "H"], "xyz": [[0.2879, -0.7180, -3.2392], [4.0207, -0.4697, -1.8979], [2.9062, -1.4288, 2.9977], [3.0385, 1.5943, -0.4148], [1.1477, 2.5371, -0.5388], [1.2797, -7.1406, 2.2446], [-0.2895, -2.2277, -7.9753], [4.2617, 2.9130, 3.9774], [0.1924, 4.2334, 3.4112], [1.7501, 1.1548, -2.0010], [-1.3112, -0.0098, -1.2853], [-0.2887, 1.6531, -3.9800], [-4.3633, 0.3700, 2.7541], [4.8014, 2.2584, 1.9226], [1.9924, 1.7954, -0.9796], [2.8524, 3.0446, 2.3349], [3.5431, -4.3082, 3.0650], [-2.7874, -0.1380, 0.3840], [-1.1451, 1.2054, 0.5809], [0.2286, -0.3561, -5.9366], [-2.5644, 2.6925, 2.7575], [3.9739, 2.7191, 2.8240], [-1.9374, 3.8093, 2.0397], [-0.0787, 5.5792, 3.7882], [-1.0258, -0.3465, -6.7774], [2.3898, -6.4137, 2.2191], [-1.2818, 2.4648, -3.3046], [-1.7834, 0.3346, -0.1876], [-5.1816, -0.7614, 3.1870], [3.4039, -3.4831, 4.2876], [-4.6847, 1.6101, 3.3953], [0.2744, -6.8181, 1.2456], [-4.0383, 2.6801, 2.5454], [2.0761, -0.3238, 2.7887], [2.5331, -2.2159, 4.1070], [0.8209, 0.9324, -6.0572], [-1.4232, -1.7806, -7.2363], [-0.4189, 3.8645, 2.1204], [2.2519, -5.0166, 2.8559], [0.0526, 2.0504, -5.2941], [-0.4907, -3.4251, -8.8590], [-5.7741, 1.6267, 3.4273], [-1.0417, 0.2758, -7.6721], [0.2340, -5.7621, 0.9789], [2.1017, 0.3801, 3.6206], [-1.1679, 5.5946, 3.8255], [-1.4337, 2.2363, -2.2497], [2.7401, -6.3339, 1.1900], [0.5308, 3.0272, -5.2215], [1.0048, 1.1146, -7.1160], [-1.6480, 1.6446, 1.3387], [-0.0197, 2.8934, 1.8276], [-4.7797, -1.6752, 2.7493], [2.1700, 3.4785, 2.9400], [-4.5209, 3.5859, 2.9124], [-1.3201, -3.1402, -9.5063], [1.5253, -2.5553, 3.8677], [-4.2631, 2.5128, 1.4921], [1.7884, -5.0775, 3.8405], [2.5372, -1.5384, 4.9608], [-3.0301, 0.3272, 1.2470], [-3.3646, -0.8163, -0.0922], [1.0598, -0.6307, 2.5416], [0.2829, 6.1817, 2.9549], [-5.1591, -0.8646, 4.2718], [-0.7106, -4.2639, -8.1985], [3.1046, -7.0342, 2.7595], [0.4619, -7.3520, 0.3140], [-1.7328, -2.5051, -6.4830], [-4.3409, 1.6132, 4.4297], [-0.7372, -7.1013, 1.5363], [0.3778, 5.9338, 4.7124], [4.3157, -4.9096, 3.3129], [-2.2086, 2.3594, -3.8686], [3.1436, -4.0236, 5.1977], [4.4175, -3.1522, 4.5135], [-0.8237, 2.3108, -5.8877], [2.4380, 0.2315, 1.9234], [-0.1072, 4.4593, 1.2619], [0.7482, -1.0563, -6.4464], [-6.1962, -0.6946, 2.7942], [-0.8645, 3.4718, -3.3029], [2.5383, 2.7479, 1.4220], [0.3570, -3.6466, -9.5074], [-2.4010, 4.6532, 2.5505], [-2.2837, -1.7291, -7.9034], [1.7733, 0.8727, -5.5304], [-2.2309, 3.8739, 0.9919], [5.7599, 2.0952, 2.1959], [1.6011, -4.4014, 2.2345], [-1.6929, 0.1821, -6.0965], [-0.2442, 1.5987, 0.3489], [-2.3559, 2.7494, 3.7441], [4.4559, 2.1164, 0.9842]], "forces_ev_per_a": [[-1.39, 2.43, 0.32], [0.04, 0.86, 0.45], [1.51, -1.21, -0.49], [2.71, -0.69, 0.88], [-0.53, 1.14, 0.34], [-3.87, -0.62, -0.13], [0.70, -0.77, -0.39], [0.73, -0.07, 1.95], [-0.10, -1.43, -1.29], [-0.28, -2.68, -3.61], [1.08, -1.45, -3.02], [0.16, -2.30, 0.98], [-0.25, -1.34, 0.37], [2.84, -2.03, -2.33], [-1.34, 0.56, 1.31], [-6.51, 1.42, -2.10], [-2.95, -1.13, 3.72], [-4.61, -2.40, 1.05], [1.37, 1.46, 0.24], [-1.91, -1.15, -0.71], [-0.50, -1.07, -1.47], [2.42, 0.35, 2.45], [-0.45, 0.78, 1.76], [-0.80, -0.11, -1.37], [-1.29, -0.93, 1.47], [2.29, 0.39, -0.61], [0.25, 0.81, -0.43], [4.33, 1.76, -0.53], [0.68, 0.58, -0.44], [1.98, 3.23, -0.81], [-0.15, -1.42, -0.87], [0.15, -0.22, -0.26], [0.27, 0.07, 1.48], [-0.24, 0.69, -0.33], [-0.85, -0.08, -0.80], [1.56, 1.36, 1.45], [0.35, 0.32, -0.90], [0.34, 0.01, 0.67], [0.42, -0.19, -1.19], [-0.76, 0.46, -1.47], [-0.80, 1.48, 1.08], [-0.13, 0.75, -0.09], [1.02, 0.05, -0.09], [0.25, 0.29, 0.30], [-0.16, -0.06, 0.22], [0.01, 0.97, 0.43], [0.39, -0.76, -0.32], [0.46, 0.38, -0.24], [0.87, -0.29, -0.16], [0.00, 0.80, 0.15], [-0.05, -0.03, 0.75], [0.18, -0.10, 0.79], [0.36, 0.16, 0.01], [-0.08, -0.03, 0.04], [0.15, 0.65, -0.43], [-0.18, -0.47, 0.02], [-0.51, -0.04, 0.60], [-0.03, 0.12, 0.02], [-0.15, 0.04, 0.08], [-0.04, -0.62, 0.59], [-1.06, -0.75, 0.52], [-0.25, 0.30, 0.38], [-0.33, -0.08, 0.30], [-0.14, 0.58, 0.15], [-0.15, 0.10, 0.00], [-0.14, -0.12, -0.31], [0.46, 0.36, 0.21], [0.39, -0.19, 0.04], [0.31, 0.07, 0.59], [0.25, 0.09, 0.13], [0.36, -0.15, 0.63], [0.08, -0.75, -0.02], [0.98, -0.44, -1.28], [-0.06, 0.35, 0.14], [-0.52, -0.62, -0.28], [0.19, 0.17, -0.03], [-0.60, -0.28, 0.22], [0.31, -0.14, 0.02], [0.38, 0.89, 0.38], [0.97, -0.23, 0.02], [-0.15, 0.39, 0.25], [-0.41, 0.23, -0.28], [0.17, 0.36, 0.21], [0.29, 0.49, 0.55], [0.37, 0.92, -0.60], [-0.19, 0.36, -0.08], [0.60, 0.09, -0.25], [-0.14, -0.39, 0.00], [-0.27, -0.02, -0.25], [-0.07, 0.16, -0.04], [-0.99, -0.56, -0.29], [-0.41, -0.09, -0.47], [0.09, 0.06, 0.10], [0.68, 0.17, 0.27]]}


Computed molecular weight (g/mol) in order:
327.40, 811.88